{
  "formula": "C39H90N4O8",
  "method": "wB97M-V/def2-TZVPD",
  "molar_mass_g_mol": 743.2,
  "gap_ev": [7.43, 3.54],
  "charge": 1,
  "s_squared": 0.75,
  "multiplicity": 2,
  "e_homo_ev": [-10.0, -10.0],
  "symbols": ["O", "H", "H", "O", "H", "H", "O", "H", "H", "C", "C", "C", "C", "C", "C", "N", "O", "C", "C", "C", "H", "H", "H", "H", "H", "H", "H", "H", "H", "H", "H", "H", "H", "H", "H", "H", "H", "H", "H", "C", "C", "C", "C", "C", "C", "N", "O", "C", "C", "C", "H", "H", "H", "H", "H", "H", "H", "H", "H", "H", "H", "H", "H", "H", "H", "H", "H", "H", "H", "C", "C", "C", "C", "C", "C", "N", "O", "C", "C", "C", "H", "H", "H", "H", "H", "H", "H", "H", "H", "H", "H", "H", "H", "H", "H", "H", "H", "H", "H", "C", "C", "C", "C", "C", "C", "N", "O", "C", "C", "C", "H", "H", "H", "H", "H", "H", "H", "H", "H", "H", "H", "H", "H", "H", "H", "H", "H", "H", "H", "C", "C", "C", "O", "H", "H", "H", "H", "H", "H", "H", "H"],
  "xyz": [[0.749, -19.703, -10.783], [0.265, -20.342, -10.261], [1.409, -19.353, -10.183], [2.993, -20.634, -16.105], [3.003, -20.676, -15.149], [2.592, -19.788, -16.304], [1.042, -19.959, -13.578], [0.593, -20.775, -13.802], [0.793, -19.789, -12.670], [4.617, -16.046, -8.394], [4.455, -16.092, -9.895], [3.111, -16.885, -10.132], [2.673, -16.815, -11.555], [2.401, -15.323, -11.934], [3.753, -14.499, -11.802], [4.458, -14.767, -10.524], [5.449, -13.885, -10.169], [4.629, -14.663, -13.055], [3.292, -12.966, -11.771], [5.629, -16.944, -10.445], [3.934, -15.388, -7.857], [5.548, -15.570, -8.086], [4.678, -17.018, -7.904], [3.162, -17.904, -9.747], [2.358, -16.424, -9.493], [1.700, -17.299, -11.644], [3.484, -17.288, -12.110], [1.586, -14.986, -11.294], [1.908, -15.356, -12.906], [4.036, -14.387, -13.927], [5.483, -13.987, -13.100], [5.088, -15.603, -13.359], [2.782, -12.615, -12.668], [2.602, -12.777, -10.948], [4.089, -12.255, -11.552], [6.556, -16.776, -9.897], [5.787, -16.823, -11.517], [5.450, -17.999, -10.238], [4.954, -13.164, -9.772], [0.375, -23.187, -18.587], [-0.423, -23.805, -17.379], [-0.827, -25.309, -17.670], [0.417, -26.197, -17.392], [0.747, -26.027, -15.880], [1.197, -24.576, -15.410], [0.177, -23.683, -16.005], [0.431, -22.338, -15.768], [1.106, -24.545, -13.853], [2.634, -24.368, -15.917], [-1.805, -23.193, -17.244], [1.281, -23.793, -18.585], [0.633, -22.143, -18.411], [-0.241, -23.249, -19.485], [-1.606, -25.626, -16.976], [-1.115, -25.600, -18.680], [1.207, -25.772, -18.011], [0.389, -27.273, -17.564], [1.557, -26.731, -15.690], [-0.129, -26.405, -15.351], [1.507, -23.673, -13.336], [0.081, -24.709, -13.522], [1.658, -25.408, -13.480], [3.264, -25.123, -15.445], [2.870, -24.423, -16.980], [2.935, -23.393, -15.536], [-2.421, -23.575, -16.430], [-2.403, -23.321, -18.147], [-1.797, -22.106, -17.175], [1.274, -22.203, -16.206], [4.792, -21.241, -12.512], [4.518, -22.255, -11.390], [4.415, -23.705, -11.986], [5.790, -24.197, -12.495], [6.762, -24.263, -11.218], [6.942, -22.870, -10.494], [5.572, -22.237, -10.360], [5.762, -21.039, -9.828], [7.608, -23.183, -9.076], [7.947, -22.082, -11.341], [3.284, -21.904, -10.625], [4.635, -20.224, -12.152], [4.123, -21.512, -13.329], [5.838, -21.308, -12.809], [3.904, -24.362, -11.282], [3.684, -23.698, -12.795], [6.180, -23.546, -13.277], [5.710, -25.176, -12.967], [7.680, -24.672, -11.640], [6.325, -24.996, -10.540], [6.900, -23.606, -8.363], [8.526, -23.765, -9.161], [7.822, -22.181, -8.705], [7.877, -21.057, -10.976], [9.000, -22.314, -11.185], [7.698, -22.208, -12.394], [3.142, -22.545, -9.755], [2.381, -21.844, -11.233], [3.334, -20.849, -10.356], [5.184, -21.154, -9.070], [3.919, -17.253, -15.677], [2.737, -16.852, -16.595], [3.223, -17.137, -18.044], [2.138, -17.226, -19.140], [0.992, -18.190, -18.742], [0.489, -17.967, -17.262], [1.581, -17.729, -16.310], [1.086, -17.520, -15.011], [-0.550, -16.837, -17.304], [-0.280, -19.244, -16.757], [2.419, -15.336, -16.352], [4.075, -18.332, -15.692], [4.812, -16.685, -15.936], [3.630, -17.072, -14.642], [3.874, -16.331, -18.382], [3.817, -18.046, -18.137], [1.622, -16.269, -19.212], [2.556, -17.460, -20.119], [1.373, -19.208, -18.831], [0.109, -18.066, -19.369], [-1.013, -16.859, -16.317], [-1.324, -16.970, -18.061], [-0.128, -15.835, -17.378], [-1.270, -19.350, -17.201], [-0.484, -19.312, -15.689], [0.272, -20.152, -17.002], [3.302, -14.764, -16.638], [1.596, -14.997, -16.983], [2.225, -15.097, -15.306], [0.938, -18.395, -14.644], [-3.064, -23.064, -13.800], [-2.242, -21.749, -13.647], [-2.515, -20.879, -12.376], [-0.918, -22.130, -13.413], [-2.468, -23.905, -14.154], [-3.898, -23.061, -14.502], [-3.492, -23.427, -12.866], [-2.223, -21.120, -14.537], [-3.537, -20.982, -12.011], [-2.330, -19.836, -12.632], [-1.897, -21.061, -11.497], [-0.698, -22.599, -14.221]]
}



{
  "formula": "C39H92N4O8",
  "method": "wB97M-V/def2-TZVPD",
  "molar_mass_g_mol": 745.2,
  "gap_ev": 8.29,
  "multiplicity": 1,
  "de_lowest_ev": 19.394,
  "e_homo_ev": -7.9,
  "symbols": ["C", "C", "C", "O", "C", "N", "H", "H", "H", "H", "H", "H", "H", "H", "H", "H", "H", "C", "C", "C", "C", "C", "C", "N", "O", "C", "C", "C", "H", "H", "H", "H", "H", "H", "H", "H", "H", "H", "H", "H", "H", "H", "H", "H", "H", "H", "H", "C", "C", "C", "C", "C", "C", "N", "O", "C", "C", "C", "H", "H", "H", "H", "H", "H", "H", "H", "H", "H", "H", "H", "H", "H", "H", "H", "H", "H", "H", "C", "C", "C", "C", "C", "C", "N", "O", "C", "C", "C", "H", "H", "H", "H", "H", "H", "H", "H", "H", "H", "H", "H", "H", "H", "H", "H", "H", "H", "H", "C", "C", "O", "H", "H", "H", "H", "H", "H", "C", "C", "O", "H", "H", "H", "H", "H", "H", "C", "C", "O", "H", "H", "H", "H", "H", "H", "C", "C", "O", "H", "H", "H", "H", "H", "H"],
  "xyz": [[1.557, -0.094, -0.343], [0.400, -0.798, -1.050], [-0.984, -0.135, -0.688], [-1.170, -0.283, 0.741], [-2.337, 0.354, 1.128], [0.665, -0.576, -2.429], [1.791, 0.957, -0.515], [2.468, -0.608, -0.650], [1.453, -0.171, 0.740], [0.483, -1.858, -0.808], [-1.757, -0.477, -1.376], [-0.890, 0.928, -0.908], [-2.478, 0.114, 2.182], [-3.107, 0.019, 0.433], [-2.208, 1.434, 1.202], [0.001, -1.058, -3.018], [1.601, -0.839, -2.703], [-1.120, 3.446, 4.691], [-0.389, 2.072, 5.185], [-1.561, 1.253, 5.864], [-1.184, -0.082, 6.263], [-0.743, -1.019, 5.066], [0.333, -0.274, 4.096], [0.018, 1.196, 4.029], [0.687, 1.845, 2.920], [1.756, -0.497, 4.542], [0.023, -0.962, 2.759], [0.788, 2.367, 6.135], [-2.026, 3.217, 4.131], [-0.461, 4.155, 4.190], [-1.350, 3.961, 5.623], [-1.802, 1.781, 6.786], [-2.519, 1.254, 5.345], [-1.919, -0.646, 6.838], [-0.318, 0.079, 6.905], [-1.662, -1.250, 4.526], [-0.179, -1.898, 5.378], [1.923, 0.013, 5.491], [2.091, -1.529, 4.648], [2.510, 0.025, 3.952], [-0.901, -0.596, 2.311], [0.756, -0.546, 2.068], [0.222, -2.010, 2.536], [1.676, 2.788, 5.665], [1.216, 1.596, 6.775], [0.518, 3.177, 6.813], [1.505, 1.978, 3.404], [-5.127, 1.754, -2.788], [-4.109, 0.505, -2.631], [-4.896, -0.724, -2.054], [-5.865, -1.334, -2.996], [-5.113, -1.774, -4.290], [-4.255, -0.672, -5.000], [-3.502, 0.127, -3.926], [-2.609, 1.044, -4.501], [-3.233, -1.473, -5.824], [-5.246, 0.127, -5.910], [-3.001, 0.819, -1.529], [-5.730, 1.771, -3.696], [-4.544, 2.673, -2.726], [-5.686, 1.768, -1.853], [-4.229, -1.497, -1.671], [-5.508, -0.359, -1.229], [-6.796, -0.813, -3.217], [-6.308, -2.224, -2.550], [-5.773, -2.212, -5.038], [-4.403, -2.575, -4.083], [-2.439, -1.928, -5.231], [-3.574, -2.192, -6.568], [-2.586, -0.829, -6.419], [-6.118, 0.368, -5.302], [-4.855, 1.071, -6.289], [-5.692, -0.497, -6.684], [-2.377, -0.068, -1.421], [-3.383, 0.949, -0.517], [-2.299, 1.639, -1.680], [-3.058, 1.856, -4.255], [7.625, -0.264, 2.969], [6.448, 0.408, 2.187], [6.799, 0.053, 0.744], [5.543, 0.322, -0.151], [4.278, -0.341, 0.362], [3.877, 0.005, 1.764], [5.156, -0.245, 2.581], [4.903, -0.135, 3.940], [3.258, 1.438, 1.904], [2.822, -1.147, 2.216], [6.492, 1.939, 2.503], [8.546, 0.296, 2.808], [7.880, -1.299, 2.741], [7.435, -0.290, 4.042], [7.554, 0.786, 0.458], [7.102, -0.990, 0.647], [5.772, -0.118, -1.121], [5.477, 1.408, -0.210], [4.242, -1.418, 0.196], [3.470, -0.072, -0.318], [3.741, 2.184, 1.274], [2.207, 1.516, 1.626], [3.278, 1.734, 2.953], [2.254, -1.555, 1.380], [3.323, -1.973, 2.721], [2.115, -0.756, 2.948], [6.630, 2.425, 1.537], [7.359, 2.207, 3.107], [5.534, 2.366, 2.798], [4.985, -1.031, 4.275], [-0.912, -3.145, -2.493], [-1.904, -2.002, -2.495], [-1.531, -0.956, -3.422], [-1.147, -4.039, -1.914], [0.077, -2.854, -2.140], [-0.801, -3.400, -3.547], [-2.153, -1.536, -1.542], [-2.874, -2.313, -2.881], [-2.329, -0.587, -3.807], [-2.305, -3.330, 0.557], [-2.903, -2.334, 1.550], [-2.106, -2.266, 2.766], [-2.547, -4.336, 0.901], [-1.248, -3.157, 0.354], [-2.846, -3.181, -0.377], [-3.885, -2.657, 1.895], [-2.983, -1.341, 1.109], [-2.690, -1.850, 3.405], [1.477, -0.205, -4.679], [3.074, -0.307, -4.574], [3.532, 0.906, -5.119], [1.106, -1.229, -4.628], [1.135, 0.212, -5.626], [1.125, 0.289, -3.773], [3.438, -1.168, -5.134], [3.291, -0.353, -3.507], [3.470, 1.606, -4.465], [-0.723, 2.486, -3.585], [0.029, 2.625, -2.371], [1.137, 1.743, -2.485], [-1.071, 1.467, -3.751], [-0.171, 2.716, -4.496], [-1.575, 3.155, -3.463], [-0.541, 2.305, -1.499], [0.500, 3.581, -2.143], [0.680, 0.899, -2.501]]
}



{
  "formula": "C39H95N3O10",
  "method": "wB97M-V/def2-TZVPD",
  "molar_mass_g_mol": 766.2,
  "gap_ev": 8.13,
  "multiplicity": 1,
  "de_lowest_ev": 2.559,
  "e_homo_ev": -7.9,
  "symbols": ["C", "C", "C", "C", "C", "C", "C", "C", "C", "N", "O", "H", "H", "H", "H", "H", "H", "H", "H", "H", "H", "H", "H", "H", "H", "H", "H", "H", "H", "H", "C", "C", "C", "C", "C", "C", "C", "C", "C", "N", "O", "H", "H", "H", "H", "H", "H", "H", "H", "H", "H", "H", "H", "H", "H", "H", "H", "H", "H", "H", "C", "C", "C", "C", "C", "C", "C", "C", "C", "N", "O", "H", "H", "H", "H", "H", "H", "H", "H", "H", "H", "H", "H", "H", "H", "H", "H", "H", "H", "H", "C", "C", "O", "H", "H", "H", "H", "H", "H", "C", "C", "O", "H", "H", "H", "H", "H", "H", "C", "C", "O", "H", "H", "H", "H", "H", "H", "C", "C", "O", "H", "H", "H", "H", "H", "H", "C", "C", "O", "H", "H", "H", "H", "H", "H", "C", "O", "H", "H", "H", "H", "C", "O", "H", "H", "H", "H"],
  "xyz": [[-3.673, -1.529, -5.526], [-4.665, -1.215, -6.653], [-4.026, -0.484, -7.832], [-5.171, -2.587, -7.168], [-6.516, -2.551, -7.897], [-7.523, -1.694, -7.103], [-7.117, -0.342, -6.564], [-7.261, 0.713, -7.685], [-7.958, -0.020, -5.323], [-5.739, -0.396, -6.047], [-5.310, 0.787, -5.410], [-4.124, -2.039, -4.677], [-2.885, -2.153, -5.957], [-3.189, -0.623, -5.157], [-3.584, 0.462, -7.504], [-3.249, -1.045, -8.353], [-4.767, -0.176, -8.571], [-4.401, -2.974, -7.839], [-5.244, -3.293, -6.338], [-6.393, -2.069, -8.868], [-6.893, -3.565, -8.008], [-8.063, -2.286, -6.357], [-8.303, -1.500, -7.850], [-8.295, 1.008, -7.877], [-6.910, 0.342, -8.653], [-6.662, 1.602, -7.483], [-7.675, 0.860, -4.748], [-7.784, -0.834, -4.614], [-9.021, 0.065, -5.564], [-4.981, 0.440, -4.568], [-4.818, 3.725, -0.477], [-3.800, 2.572, -0.596], [-2.568, 3.208, -1.347], [-3.342, 2.244, 0.849], [-2.624, 0.906, 0.942], [-3.476, -0.173, 0.286], [-3.792, 0.079, -1.177], [-2.517, -0.081, -2.029], [-4.896, -0.895, -1.608], [-4.425, 1.410, -1.166], [-4.838, 1.755, -2.512], [-5.130, 4.239, -1.383], [-5.709, 3.210, -0.101], [-4.601, 4.451, 0.306], [-2.904, 3.894, -2.122], [-1.988, 3.715, -0.577], [-1.802, 2.530, -1.742], [-2.679, 2.996, 1.286], [-4.249, 2.358, 1.453], [-1.623, 0.870, 0.512], [-2.595, 0.688, 2.013], [-4.400, -0.254, 0.864], [-2.943, -1.128, 0.371], [-1.600, 0.213, -1.518], [-2.586, 0.504, -2.952], [-2.340, -1.098, -2.382], [-5.573, -0.931, -0.754], [-4.515, -1.911, -1.745], [-5.482, -0.631, -2.487], [-4.021, 2.144, -2.876], [-7.341, -10.419, -0.261], [-6.881, -9.945, 1.118], [-7.239, -10.901, 2.271], [-5.359, -9.750, 1.088], [-4.943, -8.601, 0.133], [-5.696, -7.328, 0.435], [-7.201, -7.428, 0.793], [-7.492, -6.176, 1.639], [-8.008, -7.253, -0.521], [-7.474, -8.642, 1.551], [-8.846, -8.760, 1.839], [-8.400, -10.663, -0.341], [-7.088, -9.689, -1.024], [-6.778, -11.332, -0.475], [-6.589, -11.780, 2.222], [-7.043, -10.441, 3.235], [-8.267, -11.234, 2.145], [-4.911, -9.508, 2.052], [-4.946, -10.701, 0.747], [-3.862, -8.503, 0.254], [-5.051, -8.863, -0.925], [-5.571, -6.711, -0.457], [-5.133, -6.812, 1.220], [-8.531, -6.245, 1.985], [-7.353, -5.218, 1.145], [-6.982, -6.182, 2.608], [-8.929, -6.692, -0.322], [-8.493, -8.181, -0.841], [-7.462, -6.840, -1.362], [-8.935, -8.439, 2.742], [-7.238, -2.521, 3.731], [-6.216, -2.388, 2.593], [-6.567, -1.239, 1.849], [-7.045, -1.881, 4.595], [-7.228, -3.554, 4.098], [-8.240, -2.314, 3.358], [-6.448, -3.294, 2.017], [-5.188, -2.460, 2.937], [-7.313, -1.475, 1.282], [-9.584, 2.055, 1.806], [-8.423, 2.481, 0.939], [-7.460, 3.158, 1.763], [-10.400, 1.669, 1.189], [-9.925, 2.965, 2.305], [-9.371, 1.365, 2.622], [-8.763, 3.224, 0.214], [-8.005, 1.695, 0.302], [-6.954, 2.453, 2.186], [-6.685, -4.184, -3.379], [-7.040, -5.275, -4.383], [-8.203, -6.003, -3.962], [-5.709, -3.832, -3.718], [-6.743, -4.497, -2.338], [-7.334, -3.313, -3.480], [-6.263, -6.009, -4.608], [-7.269, -4.744, -5.316], [-8.186, -6.871, -4.369], [-11.875, -1.284, 1.229], [-11.414, -2.369, 2.209], [-12.309, -3.441, 2.319], [-12.510, -1.638, 0.416], [-11.025, -0.755, 0.796], [-12.470, -0.561, 1.792], [-11.260, -1.828, 3.157], [-10.388, -2.713, 2.067], [-13.214, -3.151, 2.444], [-12.086, -0.763, -2.736], [-13.331, -0.827, -3.592], [-13.335, 0.147, -4.629], [-11.133, -0.636, -3.261], [-11.865, -1.675, -2.168], [-12.062, 0.010, -1.964], [-14.178, -0.595, -2.949], [-13.488, -1.796, -4.069], [-12.768, -0.097, -5.362], [-8.254, -1.505, -0.850], [-8.334, -2.565, 0.084], [-7.689, -1.705, -1.764], [-9.282, -1.348, -1.205], [-7.916, -0.533, -0.493], [-8.646, -3.326, -0.425], [-10.725, -4.572, -2.159], [-9.556, -3.841, -2.486], [-10.923, -5.350, -2.901], [-10.612, -5.092, -1.201], [-11.625, -3.955, -2.103], [-9.171, -4.278, -3.251]]
}